(1)
The following is a quantum chemistry calculation of one molecule with the formula C2H3NO2 at a distorted geometry, from the Open Molecules 2025 dataset.

Results
- Largest force on an atom: 10.4 eV/Å
- SMILES: C=[N+]([O-])C=O
- Relative energy (zero: lowest compared OMol25 entry of this formula, charge and spin): 476.51 kJ/mol
- Frontier orbital gap: 7.95 eV
- Molecular weight: 73.05 g/mol
- LUMO level: -1.61 eV

Each line ends with the natural charge from an NBO analysis.
Element x y z (Å)
C  -0.396  0.696  0.172  -0.113
N  -0.386  -0.593  0.016  0.027
O  -1.405  -1.321  0.020  -0.514
C  0.932  -1.215  0.016  0.503
O  2.087  -0.417  -0.074  -0.514
H  -1.416  1.037  0.012  0.216
H  0.436  1.141  0.494  0.217
H  0.869  -2.241  0.114  0.178

=====

(2)
The following is a quantum chemistry calculation of one molecule with the formula C2H3NO2 at a distorted geometry, from the Open Molecules 2025 dataset.

Results
- Largest force on an atom: 5.4 eV/Å
- SMILES: C1[C@H]2OON12
- Relative energy (zero: lowest compared OMol25 entry of this formula, charge and spin): 707.19 kJ/mol
- Frontier orbital gap: 10.24 eV
- Molecular weight: 73.05 g/mol
- LUMO level: 0.82 eV

Each line ends with the natural charge from an NBO analysis.
Element x y z (Å)
C  0.001  -0.367  0.342  -0.325
C  0.858  0.477  -0.492  0.167
O  2.027  0.813  0.079  -0.247
O  2.377  -0.551  0.222  -0.151
N  1.008  -0.965  -0.575  -0.079
H  0.114  -0.383  1.323  0.221
H  -1.005  -0.553  -0.150  0.221
H  0.339  0.985  -1.292  0.192

=====

(3)
The following is a quantum chemistry calculation of a 2-piece molecular cluster, C2H3NO2 overall at a distorted geometry, from the Open Molecules 2025 dataset.

Results
- Largest force on an atom: 3.7 eV/Å
- SMILES: N#CO.C=O
- Relative energy (zero: lowest compared OMol25 entry of this formula, charge and spin): 265.78 kJ/mol
- Frontier orbital gap: 10.50 eV
- Molecular weight: 73.05 g/mol
- LUMO level: 0.08 eV

Each line ends with the natural charge from an NBO analysis.
Element x y z (Å)
N  1.149  -1.301  -0.399  -0.363
C  1.132  -0.199  0.006  0.530
O  1.547  1.013  0.109  -0.631
H  0.782  1.620  0.116  0.533
C  -1.081  -0.267  0.057  0.243
O  -1.208  0.936  -0.076  -0.592
H  -1.079  -0.997  -0.816  0.145
H  -1.242  -0.805  1.003  0.135

=====

(4)
The following is a quantum chemistry calculation of one molecule with the formula C2H3NO2 at a distorted geometry, from the Open Molecules 2025 dataset.

Results
- Largest force on an atom: 4.6 eV/Å
- SMILES: C=NOC=O
- Relative energy (zero: lowest compared OMol25 entry of this formula, charge and spin): 311.32 kJ/mol
- Frontier orbital gap: 11.11 eV
- Molecular weight: 73.05 g/mol
- LUMO level: 0.38 eV

Each line ends with the natural charge from an NBO analysis.
Element x y z (Å)
C  -0.292  1.614  -0.240  -0.095
N  -0.319  0.468  0.438  -0.137
O  0.611  -0.459  -0.260  -0.393
C  0.163  -1.666  0.168  0.625
O  0.781  -2.630  -0.098  -0.531
H  0.312  1.592  -1.052  0.177
H  -0.737  2.690  0.048  0.220
H  -0.519  -1.609  0.997  0.134

=====

(5)
The following is a quantum chemistry calculation of one molecule with the formula C2H3NO2 at a distorted geometry, from the Open Molecules 2025 dataset.

Results
- Largest force on an atom: 4.6 eV/Å
- SMILES: O=CNC=O
- Relative energy (zero: lowest compared OMol25 entry of this formula, charge and spin): 39.04 kJ/mol
- Frontier orbital gap: 10.83 eV
- Molecular weight: 73.05 g/mol
- LUMO level: 0.34 eV

Each line ends with the natural charge from an NBO analysis.
Element x y z (Å)
O  1.968  -0.967  0.668  -0.532
C  0.848  -0.848  0.202  0.539
N  0.292  0.335  -0.218  -0.656
C  -1.021  0.621  -0.157  0.520
O  -1.863  -0.142  0.401  -0.580
H  0.070  -1.624  0.207  0.147
H  1.003  1.031  -0.543  0.421
H  -1.298  1.594  -0.559  0.141

=====

(6)
The following is a quantum chemistry calculation of one molecule with the formula C2H3NO2 at a distorted geometry, from the Open Molecules 2025 dataset.

Results
- Largest force on an atom: 3.5 eV/Å
- SMILES: C=CON=O
- Relative energy (zero: lowest compared OMol25 entry of this formula, charge and spin): 403.36 kJ/mol
- Frontier orbital gap: 9.63 eV
- Molecular weight: 73.05 g/mol
- LUMO level: -0.04 eV

Each line ends with the natural charge from an NBO analysis.
Element x y z (Å)
C  -0.428  -0.200  -0.141  -0.478
C  0.769  0.383  -0.353  0.114
O  1.598  0.190  -1.375  -0.392
N  2.761  0.965  -1.340  0.371
O  3.230  1.203  -2.361  -0.225
H  -0.823  0.167  0.789  0.212
H  -1.058  -0.756  -0.868  0.222
H  1.258  0.884  0.425  0.175

=====

(7)
The following is a quantum chemistry calculation of a 2-piece molecular cluster, C2H3NO2S overall at a distorted geometry, from the Open Molecules 2025 dataset.

Results
- Largest force on an atom: 5.3 eV/Å
- Relative energy (zero: lowest compared OMol25 entry of this formula, charge and spin): 681.54 kJ/mol
- Frontier orbital gap: 8.30 eV
- Molecular weight: 105.12 g/mol
- LUMO level: -0.88 eV

Each line ends with the natural charge from an NBO analysis.
Element x y z (Å)
C  0.794  -0.535  -0.163  -0.071
C  -1.397  -0.242  -0.076  -0.514
N  1.191  0.775  0.170  0.420
O  1.395  0.852  1.377  -0.349
O  1.412  1.634  -0.676  -0.343
S  1.440  -1.928  -0.421  0.225
H  -1.657  -1.090  -0.599  0.194
H  -1.535  -0.109  1.076  0.231
H  -1.643  0.641  -0.688  0.207

=====

(8)
The following is a quantum chemistry calculation of a 2-piece molecular cluster, C2H3NO2S overall at a distorted geometry, from the Open Molecules 2025 dataset.

Results
- Largest force on an atom: 2.5 eV/Å
- SMILES: [H]/N=C\O.O=C=S
- Relative energy (zero: lowest compared OMol25 entry of this formula, charge and spin): 75.83 kJ/mol
- Frontier orbital gap: 10.95 eV
- Molecular weight: 105.12 g/mol
- LUMO level: 0.49 eV

Each line ends with the natural charge from an NBO analysis.
Element x y z (Å)
H  0.023  -0.181  1.551  0.317
N  0.330  0.533  0.934  -0.716
C  -0.682  0.946  0.265  0.416
O  -1.906  0.476  0.418  -0.670
H  -0.694  1.812  -0.467  0.178
H  -1.901  -0.296  1.042  0.479
O  1.798  0.076  -1.720  -0.453
C  1.635  -0.957  -1.227  0.438
S  1.397  -2.407  -0.796  0.010

=====

(9)
The following is a quantum chemistry calculation of one molecule with the formula C2H3NO2S at a distorted geometry, from the Open Molecules 2025 dataset.

Results
- Largest force on an atom: 6.4 eV/Å
- Relative energy (zero: lowest compared OMol25 entry of this formula, charge and spin): 250.47 kJ/mol
- Frontier orbital gap (alpha / beta): 7.95 / 7.63 eV
- Molecular weight: 105.12 g/mol
- LUMO level (alpha / beta): 0.59 / -3.03 eV
- 2S+1: 3

Each line ends with the natural charge from an NBO analysis.
Element x y z (Å)
C  -0.596  0.186  0.419  -0.018
C  0.140  -1.134  0.553  0.008
N  1.031  -1.812  -0.068  -0.537
O  0.295  2.962  -0.971  -0.749
O  -0.963  0.582  -0.960  -0.643
S  0.300  1.546  -0.631  1.244
H  -1.250  0.342  1.252  0.215
H  -0.196  -1.388  1.483  0.160
H  1.240  -1.284  -1.076  0.320

=====

(10)
The following is a quantum chemistry calculation of one molecule with the formula C2H3NO2S at a distorted geometry, from the Open Molecules 2025 dataset.

Results
- Largest force on an atom: 6.5 eV/Å
- Relative energy (zero: lowest compared OMol25 entry of this formula, charge and spin): 315.23 kJ/mol
- Frontier orbital gap (alpha / beta): 7.35 / 8.07 eV
- Molecular weight: 105.12 g/mol
- LUMO level (alpha / beta): -0.03 / -3.00 eV
- 2S+1: 3

Each line ends with the natural charge from an NBO analysis.
Element x y z (Å)
C  -0.422  -0.819  -0.993  -0.654
C  0.479  -0.063  0.329  -0.272
N  1.411  0.781  -0.304  0.496
O  1.018  1.601  -1.065  -0.353
O  2.613  0.552  -0.073  -0.389
S  -0.912  -2.257  -0.721  0.416
H  -0.626  -0.269  -1.881  0.264
H  -0.175  0.818  0.837  0.244
H  0.805  -0.818  1.054  0.247